Entry 1:
{
  "formula": "C9H22F3HgN2O13S3",
  "method": "ωB97M-V with the def2-TZVPD basis set",
  "species": ["Hg", "S", "O", "O", "O", "O", "S", "O", "O", "O", "O", "C", "F", "F", "F", "S", "O", "O", "O", "C", "C", "C", "O", "C", "N", "H", "H", "H", "H", "H", "H", "H", "H", "H", "H", "H", "C", "C", "C", "O", "C", "N", "H", "H", "H", "H", "H", "H", "H", "H", "H", "H", "H"],
  "positions_angstrom": [[0.05379, 0.93489, -0.01416], [-1.70022, 2.51494, -1.81404], [-0.45597, 3.04031, -1.17697], [-1.50527, 2.23461, -3.24689], [-1.98193, 1.24534, -1.07922], [-2.78943, 3.46739, -1.57129], [2.93546, 2.93965, 0.83574], [3.04320, 3.76032, 2.04718], [1.67449, 2.12984, 0.91015], [2.96804, 3.78807, -0.34769], [4.12680, 2.07025, 0.69269], [2.54259, -0.21456, -4.18550], [3.09629, -1.24417, -3.54192], [3.13510, 0.14051, -5.33308], [1.28578, -0.64983, -4.47088], [2.47645, 1.32496, -3.04291], [1.51601, 0.96178, -1.98277], [3.83191, 1.51844, -2.54614], [2.05572, 2.45876, -3.84885], [2.28692, -2.87043, 0.66898], [1.62928, -1.62905, 0.04909], [0.63327, -2.05235, -1.03983], [-0.23700, -0.99649, -1.40052], [-0.90544, -1.25859, -2.60776], [0.86283, -0.87035, 1.08497], [1.59896, -3.49642, 1.24484], [3.11609, -2.46901, 1.25141], [2.63575, -3.58061, -0.08618], [2.37457, -0.92688, -0.33203], [0.02357, -2.86762, -0.61794], [1.12287, -2.44914, -1.93333], [-1.69532, -0.52020, -2.75307], [-1.41008, -2.23444, -2.65724], [-0.35287, -1.17993, -3.54529], [1.45029, -0.73527, 1.90903], [0.33407, -1.63680, 1.49836], [-2.60417, 1.45120, 4.00811], [-1.73340, 0.65587, 2.96738], [-2.60206, -0.40240, 2.32585], [-1.81631, -1.50818, 1.89244], [-2.60309, -2.50967, 1.31304], [-1.18495, 1.62462, 1.98372], [-1.96949, 2.01733, 4.68708], [-3.14677, 0.69543, 4.58769], [-3.40324, 2.04589, 3.56578], [-0.93458, 0.09690, 3.45950], [-3.12887, 0.02057, 1.46187], [-3.39460, -0.81068, 2.96435], [-2.00266, -3.38762, 1.06465], [-3.16058, -2.23583, 0.41500], [-3.28867, -2.92437, 2.06619], [-0.76394, 2.39990, 2.49547], [-2.03918, 2.12309, 1.72496]],
  "e_above_lowest_kcal_mol": 45.4,
  "lumo_energy_ev": 5.715,
  "total_charge": -3,
  "e_tot_ha": -3091.1922,
  "homo_ha": 0.0894
}

=====

Entry 2:
{
  "formula": "C31H76BaCuN5O13",
  "method": "ωB97M-V with the def2-TZVPD basis set",
  "species": ["Cu", "Ba", "O", "C", "O", "O", "H", "C", "O", "C", "C", "N", "C", "C", "O", "C", "H", "H", "H", "H", "H", "H", "H", "H", "H", "H", "H", "H", "H", "H", "H", "C", "O", "C", "C", "N", "C", "C", "O", "C", "H", "H", "H", "H", "H", "H", "H", "H", "H", "H", "H", "H", "H", "H", "H", "C", "O", "C", "C", "N", "C", "C", "O", "C", "H", "H", "H", "H", "H", "H", "H", "H", "H", "H", "H", "H", "H", "H", "H", "C", "O", "C", "C", "N", "C", "C", "O", "C", "H", "H", "H", "H", "H", "H", "H", "H", "H", "H", "H", "H", "H", "H", "H", "C", "O", "C", "C", "N", "C", "C", "O", "C", "H", "H", "H", "H", "H", "H", "H", "H", "H", "H", "H", "H", "H", "H", "H"],
  "positions_angstrom": [[-6.04291, 7.46143, 21.79356], [-6.45347, 6.43889, 17.61747], [-6.29178, 3.33207, 21.18262], [-6.50473, 4.66282, 21.17107], [-6.14458, 5.42521, 20.26024], [-6.97603, 5.16997, 22.13529], [-6.69675, 3.30701, 22.05265], [-6.64666, -2.19280, 16.82163], [-5.36688, -1.73495, 17.19916], [-5.25581, -0.70152, 18.17422], [-3.79099, -0.21754, 18.34447], [-3.58867, 0.85944, 19.33362], [-4.13301, 0.68392, 20.71534], [-3.28137, 1.42578, 21.71370], [-1.97223, 1.45780, 21.24730], [-1.35026, 2.70936, 21.56334], [-6.86297, -3.21674, 17.12635], [-6.56615, -2.26795, 15.73721], [-7.40569, -1.47134, 17.12408], [-5.75307, -1.07810, 19.06810], [-5.82431, 0.14697, 17.79346], [-3.40734, 0.06503, 17.36413], [-3.20323, -1.10682, 18.57207], [-2.58884, 0.92645, 19.45988], [-4.16376, -0.38587, 20.92198], [-5.11683, 1.15273, 20.73572], [-3.35036, 1.15701, 22.76780], [-3.71651, 2.42432, 21.67322], [-0.26534, 2.60764, 21.58966], [-1.61773, 2.97997, 22.58478], [-1.41552, 3.56755, 20.89450], [-8.82396, 4.08077, 18.29711], [-7.74239, 4.19281, 17.44868], [-7.14640, 2.94887, 17.35388], [-5.71571, 3.27977, 16.91069], [-5.03313, 4.12039, 17.93201], [-3.64414, 4.37273, 17.56222], [-3.43030, 5.41994, 16.47395], [-4.01667, 6.73340, 16.80839], [-3.23160, 7.79860, 16.27772], [-9.41676, 4.93247, 17.96353], [-8.54034, 4.22656, 19.33942], [-9.41799, 3.18267, 18.12793], [-7.60454, 2.24822, 16.65580], [-7.01416, 2.46873, 18.32345], [-5.80258, 3.85221, 15.98718], [-5.21552, 2.31669, 16.80870], [-4.87616, 3.41870, 18.64131], [-3.14584, 3.41030, 17.44598], [-3.27694, 4.62796, 18.55627], [-3.79582, 5.19746, 15.47146], [-2.36812, 5.57372, 16.28354], [-2.25334, 7.91626, 16.74385], [-3.79013, 8.68392, 16.58160], [-3.16129, 7.82685, 15.19036], [-7.96562, 0.29942, 20.95995], [-7.61461, -0.23433, 22.20420], [-6.90863, -1.48438, 22.25986], [-6.23096, -1.70397, 23.69789], [-5.14608, -0.80087, 24.09042], [-4.15988, -1.43854, 24.93773], [-2.92835, -0.55320, 25.18408], [-2.23099, -0.94993, 26.36234], [-1.08498, -0.19426, 26.86779], [-7.01692, 0.38788, 20.43057], [-8.50787, 1.24104, 20.87384], [-8.36818, -0.47099, 20.30227], [-6.13225, -1.45840, 21.49523], [-7.61412, -2.27619, 22.00804], [-5.92691, -2.75061, 23.71219], [-7.02730, -1.54927, 24.42589], [-5.53853, -0.06690, 24.66259], [-3.79313, -2.33985, 24.44656], [-4.69061, -1.81546, 25.81201], [-3.16070, 0.50807, 25.27252], [-2.14509, -0.72176, 24.44504], [-0.55655, -0.84763, 27.56203], [-1.44134, 0.73680, 27.30849], [-0.52758, 0.12870, 25.98851], [-6.91940, 1.82491, 26.66647], [-6.53115, 3.23664, 26.49441], [-5.75590, 3.48928, 25.30765], [-5.51318, 4.98919, 25.44570], [-4.60366, 5.34375, 24.34682], [-4.09573, 6.69974, 24.64318], [-3.12771, 7.19396, 23.55879], [-3.74132, 7.15072, 22.23244], [-2.80933, 6.92176, 21.16167], [-6.12197, 1.25251, 27.14034], [-7.14388, 1.31633, 25.72889], [-7.80476, 1.77041, 27.29993], [-6.31172, 3.41211, 24.37320], [-4.90501, 2.80920, 25.34726], [-5.36403, 5.47171, 26.41163], [-6.40258, 5.47632, 25.04598], [-5.18684, 5.31466, 23.52271], [-3.44374, 6.61228, 25.51229], [-4.86362, 7.46989, 24.71613], [-2.14748, 6.71725, 23.55833], [-2.87303, 8.21374, 23.84739], [-3.17522, 7.33801, 20.22307], [-2.43792, 5.90658, 21.02178], [-1.94746, 7.56329, 21.34527], [-9.97471, 6.93275, 22.44801], [-10.08972, 7.79111, 23.54817], [-10.76802, 7.26626, 24.73250], [-10.90094, 8.56580, 25.62631], [-9.61979, 9.15928, 25.79872], [-9.48448, 10.10897, 26.92087], [-8.70543, 9.42790, 28.07559], [-7.85147, 8.37922, 27.61193], [-6.53355, 8.87273, 27.59738], [-10.98701, 6.81637, 22.06095], [-9.61833, 5.93197, 22.69201], [-9.29413, 7.48568, 21.80059], [-10.20538, 6.40498, 25.09271], [-11.77273, 6.91096, 24.50357], [-11.32459, 8.33375, 26.60343], [-11.63431, 9.19787, 25.12556], [-9.00441, 8.36165, 25.87061], [-10.42098, 10.52719, 27.28988], [-8.83529, 10.92313, 26.59870], [-9.49687, 8.91201, 28.61924], [-8.16075, 10.10601, 28.73254], [-6.39559, 9.84416, 27.12261], [-5.81320, 8.14741, 27.21907], [-6.35731, 8.95450, 28.66993]],
  "e_above_lowest_kcal_mol": 93.9,
  "lumo_energy_ev": -6.652,
  "total_charge": 2,
  "e_tot_ha": -4143.7719,
  "homo_ha": -0.4166
}

=====

Entry 3:
{
  "formula": "C16H56IO20",
  "method": "ωB97M-V with the def2-TZVPD basis set",
  "species": ["I", "O", "H", "H", "O", "H", "H", "O", "H", "H", "O", "H", "H", "C", "C", "O", "O", "H", "H", "H", "H", "H", "H", "C", "C", "O", "O", "H", "H", "H", "H", "H", "H", "C", "C", "O", "O", "H", "H", "H", "H", "H", "H", "C", "C", "O", "O", "H", "H", "H", "H", "H", "H", "C", "C", "O", "O", "H", "H", "H", "H", "H", "H", "C", "C", "O", "O", "H", "H", "H", "H", "H", "H", "C", "C", "O", "O", "H", "H", "H", "H", "H", "H", "C", "C", "O", "O", "H", "H", "H", "H", "H", "H"],
  "positions_angstrom": [[13.19979, -8.60386, 18.64833], [14.40891, -12.02893, 17.53139], [14.59331, -11.13077, 17.80623], [14.32552, -12.51806, 18.34994], [12.26839, -13.25375, 16.23421], [12.73868, -14.08500, 16.17037], [12.80219, -12.72064, 16.82335], [10.21017, -10.04776, 14.62983], [10.86905, -9.68692, 15.22304], [10.22736, -9.46620, 13.86974], [11.62525, -11.77245, 19.49612], [11.80272, -11.24045, 20.27183], [11.66426, -11.15378, 18.76676], [17.48010, -5.36737, 16.11142], [16.38233, -6.46755, 15.94638], [16.69167, -7.64178, 16.78783], [17.50757, -4.60604, 17.33094], [17.37088, -4.54819, 15.40070], [18.48087, -5.79151, 16.02977], [16.45227, -6.69817, 14.88335], [15.40616, -6.07118, 16.22582], [15.95409, -7.86188, 17.36153], [17.86953, -5.13877, 18.04283], [8.77802, -11.40554, 17.70753], [8.37412, -12.89097, 17.62975], [7.48653, -13.18420, 18.72800], [7.67271, -10.60803, 17.33457], [9.58713, -11.17845, 17.01335], [8.81029, -11.04810, 18.73675], [9.27882, -13.47114, 17.81144], [7.98994, -13.26736, 16.68167], [6.58185, -12.88785, 18.60414], [7.52767, -10.05583, 18.10634], [11.28948, -5.87950, 21.43834], [11.10885, -7.26230, 21.88348], [9.78434, -7.50635, 22.21640], [12.59065, -5.63181, 21.03923], [11.00596, -5.13322, 22.18049], [10.77858, -5.71515, 20.48962], [11.68152, -7.62129, 22.73862], [11.12904, -7.99791, 21.07938], [9.24110, -7.36976, 21.43675], [12.87006, -6.30023, 20.40936], [10.89485, -14.84403, 20.68376], [12.42815, -14.89705, 20.16210], [13.23790, -13.75049, 20.49596], [10.29919, -16.07135, 20.09049], [10.50011, -13.95679, 20.18871], [10.81708, -14.66233, 21.75569], [12.49690, -15.07143, 19.08834], [12.97592, -15.76326, 20.53321], [12.84342, -12.92631, 20.20150], [10.87422, -16.83807, 20.03500], [13.82372, -2.15521, 17.45193], [14.24155, -3.44712, 18.22061], [15.30299, -3.27619, 19.06367], [14.95302, -1.42556, 17.03963], [13.22857, -1.47924, 18.06589], [13.23119, -2.17281, 16.53722], [14.60267, -4.12854, 17.45031], [13.33120, -3.95247, 18.54306], [16.05789, -3.70339, 18.65229], [15.54795, -1.44673, 17.79276], [11.95551, -7.03244, 14.55073], [12.16807, -5.57345, 15.11369], [12.17461, -5.55609, 16.49096], [12.96045, -7.86217, 14.79977], [11.94605, -6.98387, 13.46185], [11.08127, -7.56731, 14.92184], [11.30440, -5.01709, 14.74950], [13.13190, -5.12331, 14.87597], [11.31751, -5.60264, 16.92086], [13.28467, -7.79010, 15.70048], [9.93331, -11.76267, 22.73180], [11.49591, -11.61973, 22.95033], [12.02791, -10.56509, 22.13862], [9.48167, -10.42780, 23.26275], [9.37078, -12.54675, 23.23862], [9.82236, -11.74515, 21.64760], [12.02784, -12.51935, 22.64079], [11.70402, -11.54258, 24.01749], [12.92729, -10.33920, 22.38699], [10.08104, -9.85553, 22.77813], [18.02244, -7.56050, 19.74566], [16.91150, -7.25896, 20.74420], [17.29713, -6.46399, 21.85957], [18.68008, -6.36813, 19.25988], [17.80681, -8.17987, 18.87503], [18.76384, -8.10938, 20.32631], [16.62481, -8.15758, 21.29044], [16.04056, -6.75379, 20.32664], [17.38858, -5.55011, 21.58020], [19.27436, -6.72014, 18.59315]],
  "e_above_lowest_kcal_mol": 14.9,
  "lumo_energy_ev": 2.291,
  "total_charge": -1,
  "e_tot_ha": -2445.6008,
  "homo_ha": -0.2139
}

=====

Entry 4:
{
  "formula": "C3H5BO2",
  "method": "ωB97M-V with the def2-TZVPD basis set",
  "species": ["B", "C", "C", "C", "O", "O", "H", "H", "H", "H", "H"],
  "positions_angstrom": [[1.53705, -0.44336, -0.31409], [-2.44289, -0.84346, -0.10221], [-1.47922, -0.14146, -0.06219], [-0.51087, 0.90675, 0.17505], [0.77896, 0.41547, 0.45389], [2.82426, -0.31742, -0.06231], [0.96782, -1.42200, -0.85801], [-3.32818, -1.50386, -0.16633], [-0.54943, 1.56369, -0.76919], [-0.79197, 1.39590, 1.04917], [2.99446, 0.38975, 0.65622]],
  "e_above_lowest_kcal_mol": 43.6,
  "lumo_energy_ev": 0.663,
  "smiles": "C#CCOBO",
  "e_tot_ha": -292.6293,
  "homo_ha": -0.3766
}